{"formula": "C3H28O10", "method": "wB97M-V/def2-TZVPD", "species": ["C", "C", "C", "H", "H", "H", "H", "H", "H", "H", "H", "O", "H", "H", "O", "H", "H", "O", "H", "H", "O", "H", "H", "O", "H", "H", "O", "H", "H", "O", "H", "H", "O", "H", "H", "O", "H", "H", "O", "H", "H"], "coordinates": [[-0.305329, 0.553010, 0.376336], [0.625183, 1.433833, -0.467110], [1.816461, 1.906099, 0.382156], [-0.036872, -0.500703, 0.323732], [-1.344693, 0.540600, 0.039667], [-0.318066, 0.951955, 1.388511], [0.122037, 2.339045, -0.822520], [0.901878, 0.897524, -1.377956], [2.805468, 1.615203, -0.002748], [1.732550, 2.960681, 0.628591], [1.873499, 1.372088, 1.338776], [-1.007423, 0.509464, -3.682742], [-1.632215, 1.193354, -3.408162], [-1.021910, -0.140733, -2.940504], [1.182643, -2.343965, -1.374021], [2.006930, -1.930677, -1.694001], [1.446310, -2.707825, -0.510396], [-0.075183, -1.363256, 3.016748], [0.494170, -1.830042, 2.374261], [0.456479, -0.581352, 3.157393], [-1.300823, -1.353220, -1.755416], [-0.563996, -1.849557, -1.345687], [-1.801030, -1.960480, -2.312584], [2.118399, -2.103945, 1.352395], [3.044997, -2.172740, 1.611967], [2.205590, -1.233056, 0.934222], [-3.905527, 1.863270, 2.813910], [-3.937387, 1.936581, 1.853163], [-3.571679, 0.965732, 2.964762], [-2.850035, -1.215221, 2.263580], [-1.948584, -1.468450, 2.544883], [-3.579369, -1.697547, 2.608923], [3.269909, -0.333011, -1.991785], [4.032048, 0.254178, -1.947691], [3.101679, -0.295207, -2.950628], [1.722886, 0.568451, -4.163048], [1.501163, 1.259413, -3.530778], [0.837860, 0.283432, -4.453457], [-1.131005, 2.332839, 3.300122], [-1.975648, 2.291480, 2.815272], [-1.415368, 2.755686, 4.119860]], "forces_ev_per_a": [[-0.6, 0.5, -0.4], [-0.2, 0.1, 0.1], [0.7, -1.0, 0.2], [0.4, 0.1, 0.4], [0.1, 0.2, -0.2], [0.0, -0.4, 0.2], [-0.2, -0.2, 0.1], [0.3, 0.0, 0.2], [-0.2, 0.7, -0.5], [0.3, 0.1, -0.1], [-0.5, 0.1, 0.2], [-0.3, 0.1, 0.3], [0.2, -0.1, -0.2], [0.0, 0.2, -0.2], [0.7, -0.3, 0.4], [-0.5, 0.1, 0.1], [-0.1, 0.1, -0.3], [0.3, -0.7, -0.5], [-0.4, -0.1, 0.4], [-0.2, 0.6, 0.3], [-0.4, -0.1, 0.1], [0.0, 0.2, -0.6], [0.2, -0.1, 0.2], [0.8, 0.7, -0.3], [0.0, -0.8, 0.4], [-0.8, 0.1, -0.3], [0.2, -0.1, -0.2], [-0.2, -0.1, 0.0], [-0.1, -0.1, -0.1], [0.8, 1.5, -1.0], [-0.6, -0.2, 0.4], [-0.2, -1.0, 0.7], [0.5, 0.1, -0.5], [0.1, -0.1, 0.5], [-0.7, -0.1, 0.1], [0.0, -0.1, -0.3], [0.0, 0.0, 0.0], [0.2, 0.1, 0.2], [-0.3, 0.2, 0.0], [0.3, -0.1, 0.2], [0.2, -0.1, 0.0]], "nbo_charge": [-0.617, -0.420, -0.615, 0.191, 0.222, 0.215, 0.194, 0.208, 0.200, 0.219, 0.187, -1.007, 0.473, 0.505, -0.986, 0.506, 0.490, -0.965, 0.492, 0.479, -0.977, 0.516, 0.480, -0.957, 0.486, 0.488, -0.958, 0.474, 0.498, -1.004, 0.519, 0.475, -0.983, 0.475, 0.507, -0.981, 0.477, 0.508, -0.967, 0.485, 0.468], "energy_ev": -24041.08678, "lumo_energy_ev": 0.129, "smiles": "CCC.O.O.O.O.O.O.O.O.O.O", "homo_ev": -10.99, "homo_lumo_gap_ev": 11.1, "spin_multiplicity": 1, "max_force_ev_per_a": 1.92}